2 unconnected molecules or ions with the total composition C2H6NO3S in a non-equilibrium geometry. Source: the Open Molecules 2025 dataset; level of theory: ωB97M-V with the def2-TZVPD basis set.

ΔE to the lowest compared entry with this formula, charge and spin = 85.22 kcal per mole
net charge = -1

Each line ends with the Mulliken charge.
CARTESIAN COORDINATES (ANGSTROEM)
H (-1.7621, 0.8465, 1.1649)  0.285
H (-0.7591, -0.5620, 1.6199)  0.293
H (0.8729, -0.0797, -0.4799)  -0.045
C (-0.1520, 0.2657, -0.9109)  -0.484
C (-1.5768, -0.2147, 0.9761)  -0.806
H (-0.0657, 0.1376, -1.9878)  0.333
H (-0.2144, 1.3280, -0.6623)  0.288
H (-2.4726, -0.7923, 1.2001)  0.291
O (3.0138, -0.3376, 1.1974)  -0.578
O (3.1397, 1.4131, -0.5344)  -0.570
N (-1.2813, -0.4052, -0.4271)  0.322
O (-1.6164, -1.5845, -0.9168)  -0.604
S (2.8740, -0.0151, -0.2394)  0.276